# C35H90Cl8NO18

14 unconnected molecules or ions with the total composition C35H90Cl8NO18 (ωB97M-V/def2-TZVPD, the OMol25 dataset).

Calculated values
Electronic energy, eV: -176262.6967
Energy relative to the best compared isomer or geometry (same formula, charge and spin), kcal/mol: 142.7
Net charge: +1
Largest force on an atom, eV/A: 4.56
Highest occupied orbital energy, eV: -10.933
Molecular weight, g/mol: 1096.718
Kohn-Sham gap, eV: 8.5374

Each line ends with the Mulliken charge.
Geometry (Å):
Cl  -10.10  3.80  -12.33  -0.17
Cl  3.22  -7.65  -24.16  -0.17
Cl  -7.01  1.62  -14.21  -0.24
Cl  -10.08  -4.26  -10.05  -0.18
Cl  6.21  -8.23  -22.82  -0.18
Cl  -10.06  -7.58  -13.00  -0.20
Cl  -4.40  -9.46  -23.19  -0.19
Cl  -3.26  -6.68  -25.19  -0.16
O  -1.75  -1.78  -2.03  -0.53
O  -6.05  -10.04  -2.56  -0.50
O  2.87  1.57  -20.69  -0.50
O  4.41  -5.79  -9.47  -0.52
O  -8.61  -3.59  -19.20  -0.53
O  -2.65  0.03  -7.39  -0.52
O  2.10  3.48  -14.07  -0.52
O  -2.97  -13.24  -15.25  -0.48
O  7.43  -5.05  -7.41  -0.50
O  -3.19  -15.62  -17.09  -0.49
O  0.59  1.41  -12.58  -0.53
O  -4.90  1.38  -5.82  -0.51
O  -1.05  -3.90  0.05  -0.54
O  6.25  -2.20  -18.61  -0.51
O  8.75  -2.02  -17.37  -0.55
O  2.65  -0.51  -22.59  -0.49
O  -6.48  -6.38  -2.65  -0.54
O  -11.53  -2.75  -19.69  -0.53
N  -1.32  -4.94  -15.81  0.30
C  -4.90  0.83  -7.06  -0.41
C  -1.34  -3.15  -2.32  -0.26
C  -1.67  -3.47  -15.72  -0.64
C  7.38  -2.49  -19.43  -0.27
C  6.73  -5.32  -8.61  -0.23
C  0.07  2.63  -13.00  -0.33
C  -8.99  3.42  -13.53  -0.39
C  -3.96  -8.17  -25.72  -0.37
C  -2.00  -5.86  -14.67  -0.82
C  -0.32  -3.71  -1.26  -0.44
C  -1.95  -5.29  -17.20  -0.86
C  -10.45  -5.21  -11.50  -0.45
C  -5.71  -8.71  -3.04  -0.30
C  8.53  -1.70  -18.77  -0.49
C  -10.57  -1.94  -19.06  -0.27
C  -4.22  -15.09  -16.25  -0.56
C  3.67  -9.03  -23.15  -0.44
C  -7.65  2.74  -12.91  -0.39
C  5.21  -5.14  -8.53  -0.38
C  0.17  -5.14  -16.05  -0.84
C  -2.38  -5.64  -10.73  -1.32
C  3.02  1.77  -22.10  -0.47
C  0.73  3.03  -14.29  -0.49
C  -9.61  -2.95  -18.45  -0.43
C  -5.02  -8.81  -24.77  -0.50
C  -2.15  -6.26  -12.15  -0.54
C  -3.47  1.11  -7.78  -0.30
C  -9.60  -6.54  -11.60  -0.40
C  -1.93  -2.89  -17.14  -0.76
C  -6.52  -7.73  -2.17  -0.37
C  2.15  0.77  -22.85  -0.33
C  -3.96  -13.63  -16.18  -0.20
C  -1.97  -4.07  -18.09  -0.45
C  -1.76  -5.32  -13.25  -0.30
C  4.71  -8.73  -22.06  -0.36
H  0.19  3.92  -14.62  0.34
H  -2.27  -13.88  -15.33  0.27
H  -2.84  -4.12  -18.74  0.41
H  8.24  -0.65  -18.69  0.26
H  -9.10  -2.41  -17.65  0.28
H  -3.84  -13.12  -17.13  0.25
H  -3.23  -8.99  -25.66  0.26
H  3.06  0.64  -20.52  0.31
H  -6.59  -5.69  -2.00  0.31
H  -8.59  -6.20  -11.80  0.30
H  0.25  -2.82  -1.02  0.27
H  -3.38  -5.22  -10.64  0.34
H  -5.73  -8.02  -24.55  0.31
H  -4.69  -8.35  -2.96  0.26
H  2.23  0.98  -23.92  0.35
H  1.12  0.91  -22.55  0.23
H  5.02  -9.60  -21.48  0.29
H  -2.13  -3.86  -2.56  0.28
H  -5.27  -10.53  -2.81  0.30
H  2.70  -9.21  -22.67  0.26
H  -1.41  -3.05  0.30  0.31
H  -6.06  -7.72  -1.18  0.25
H  -4.27  -15.60  -15.29  0.33
H  1.53  1.35  -12.76  0.33
H  2.46  3.69  -14.93  0.30
H  -5.73  1.10  -7.71  0.33
H  -4.79  -13.23  -15.60  0.27
H  -11.17  -1.40  -18.32  0.28
H  -0.70  -5.09  -13.14  0.32
H  -7.52  -8.09  -1.91  0.31
H  2.55  -0.90  -23.46  0.32
H  -3.77  1.08  -8.83  0.27
H  -5.94  -8.72  -4.10  0.28
H  -1.01  -4.11  -18.60  0.24
H  -1.67  -6.89  -14.78  0.37
H  -9.92  -7.15  -10.76  0.31
H  4.07  1.68  -22.37  0.28
H  -2.55  -15.85  -16.42  0.31
H  -2.03  -1.25  -2.78  0.29
H  0.61  2.19  -14.97  0.33
H  0.50  -4.95  -17.07  0.39
H  -7.95  2.06  -12.11  0.27
H  4.82  -5.41  -7.55  0.30
H  0.23  3.45  -12.30  0.27
H  -5.76  1.29  -5.41  0.30
H  -2.66  -3.45  -15.26  0.27
H  9.54  -2.56  -17.36  0.31
H  -10.28  -4.53  -12.34  0.31
H  -4.29  -8.10  -26.76  0.32
H  9.42  -1.80  -19.40  0.40
H  6.68  -2.29  -17.76  0.32
H  -2.93  2.01  -7.49  0.29
H  -1.41  -7.05  -12.03  0.35
H  0.30  -4.58  -1.49  0.34
H  7.63  -3.55  -19.45  0.24
H  -3.08  -6.74  -12.45  0.35
H  7.23  -2.02  -20.40  0.29
H  -1.21  -2.09  -17.32  0.35
H  -0.96  -2.98  -15.06  0.54
H  -10.13  -1.17  -19.70  0.25
H  -1.65  -4.88  -10.47  0.33
H  -1.47  -6.17  -17.64  0.48
H  4.42  -7.91  -21.40  0.27
H  -11.21  -3.24  -20.45  0.29
H  8.05  -5.78  -7.27  0.32
H  -5.62  -9.62  -25.18  0.33
H  -3.00  -5.57  -17.10  0.42
H  6.75  -6.39  -8.84  0.22
H  -2.31  -4.41  -13.03  0.36
H  -11.51  -5.45  -11.44  0.31
H  -10.04  -3.82  -17.95  0.34
H  5.02  -4.07  -8.63  0.23
H  -5.17  -15.17  -16.78  0.29
H  4.39  -6.75  -9.42  0.30
H  -3.06  -5.88  -14.90  0.36
H  -2.01  -0.12  -8.09  0.28
H  -0.79  -3.09  -3.26  0.28
H  -1.00  2.52  -13.20  0.30
H  -5.00  -0.24  -6.88  0.28
H  -9.05  -4.37  -19.55  0.33
H  3.85  -9.85  -23.84  0.34
H  -2.93  -2.45  -17.13  0.31
H  -8.68  4.31  -14.09  0.31
H  0.54  -6.15  -15.92  0.34
H  -2.32  -6.32  -9.89  0.38
H  0.73  -4.50  -15.37  0.33
H  2.69  2.79  -22.32  0.31
H  -6.83  3.33  -12.52  0.33
H  -9.45  2.72  -14.22  0.28
H  7.17  -4.88  -9.50  0.26



# C35H90N2O29S9

13 unconnected molecules or ions with the total composition C35H90N2O29S9 (ωB97M-V/def2-TZVPD, the OMol25 dataset).

Calculated values
Electronic energy, eV: -197624.3232
Largest force on an atom, eV/A: 2.09
Highest occupied orbital energy, eV: -10.584
Molecular weight, g/mol: 1291.693
Kohn-Sham gap, eV: 10.4233

Each line ends with the Mulliken charge.
Geometry (Å):
S  0.00  7.23  -1.75  1.21
S  5.33  -3.65  -2.14  1.21
S  -0.32  -0.62  0.88  0.65
S  -1.64  0.45  7.47  1.24
S  1.57  -3.91  4.61  1.11
S  -5.30  -4.24  -2.12  1.17
S  -0.62  3.34  -5.33  1.27
S  -4.01  -1.75  3.22  1.42
S  3.59  -0.30  -5.78  1.13
O  4.94  -0.03  -5.44  -0.72
O  -2.79  -0.61  7.65  -0.32
O  1.02  2.27  4.36  -0.39
O  -2.68  -2.31  2.60  -0.32
O  2.76  -1.09  -4.93  -0.43
O  0.40  -1.72  0.32  -0.32
O  -3.59  -0.48  3.74  -0.57
O  6.23  -3.87  -1.06  -0.65
O  -2.45  3.54  -1.45  -0.31
O  -1.29  4.54  -4.59  -0.10
O  -6.16  -3.35  -2.82  -0.64
O  1.34  -2.78  5.46  -0.56
O  4.03  -3.01  -1.49  -0.19
O  3.63  -0.96  -7.23  -0.31
O  0.75  3.36  -4.95  -0.51
O  -1.72  -0.44  0.63  -0.64
O  -0.87  6.83  -0.69  -0.61
O  2.53  -4.94  5.32  -0.35
O  -0.74  0.33  8.56  -0.70
O  -4.56  -2.73  4.11  -0.73
O  0.42  -4.62  4.20  -0.70
O  1.31  6.36  -1.71  -0.36
O  -3.89  -3.54  -1.92  -0.16
O  -1.00  3.35  -6.70  -0.74
O  -2.23  1.72  7.19  -0.66
O  4.92  -4.73  -2.97  -0.64
O  -5.67  -4.79  -0.86  -0.63
O  -0.51  7.26  -3.08  -0.58
O  0.45  0.73  0.50  -0.18
N  5.30  4.23  1.14  -0.46
N  3.36  -0.41  3.50  -0.42
C  -3.60  -2.39  -2.78  -0.63
C  -0.91  -0.20  6.00  0.55
C  0.30  1.31  -0.83  1.07
C  2.35  4.33  -2.47  -1.19
C  0.72  8.77  -1.29  -1.07
C  -2.12  -2.09  -2.64  -0.34
C  0.47  3.44  3.76  -0.31
C  -1.35  1.93  -4.54  -0.47
C  2.92  -2.79  -2.36  1.00
C  3.26  -0.38  4.64  0.61
C  1.85  -3.83  -2.05  -1.12
C  -2.86  5.72  -6.04  -1.39
C  -1.02  3.26  3.58  -0.52
C  0.92  0.46  -1.91  -0.23
C  5.97  -2.32  -3.11  -0.35
C  -3.65  2.51  0.36  -0.78
C  -2.83  3.70  -0.07  -0.14
C  -4.85  -5.57  -3.19  -1.00
C  -2.69  4.82  -4.84  -0.33
C  3.11  -2.59  -8.88  -1.30
C  -2.54  -3.72  2.24  -0.72
C  4.71  3.26  1.05  0.15
C  -5.04  -1.64  1.79  -0.89
C  -2.07  -3.79  0.79  0.11
C  2.80  -2.11  -7.47  0.03
C  -0.05  -0.50  2.61  1.55
C  3.94  2.02  0.97  0.61
C  2.59  -3.59  3.17  -0.50
C  1.10  4.95  -1.92  1.09
C  3.79  -4.45  5.82  0.26
C  2.76  1.20  -6.15  -0.56
C  4.03  -5.04  7.20  -1.40
C  -5.06  -1.34  7.35  -0.93
C  -4.17  -0.16  7.65  -0.16
C  3.16  -0.37  6.09  -0.95
H  5.23  -1.86  -3.76  -0.21
H  -0.30  -1.06  6.23  0.09
H  2.16  -4.84  -2.33  0.50
H  0.70  -1.22  2.90  -0.47
H  2.05  1.06  -6.96  0.32
H  -3.07  2.88  -1.79  0.20
H  -4.72  2.61  0.14  0.49
H  -1.49  4.24  3.46  0.47
H  -0.94  -0.71  3.19  -0.72
H  0.26  -0.36  -2.21  0.14
H  2.02  -2.90  2.55  -0.17
H  -3.87  -2.67  -3.80  0.52
H  -1.56  -2.98  -2.37  0.14
H  -0.14  9.43  -1.21  0.40
H  0.89  3.52  2.74  0.13
H  4.83  -4.52  7.72  0.39
H  3.68  -3.37  5.96  -0.02
H  2.46  -1.81  -2.24  -0.78
H  -3.37  4.65  0.01  0.41
H  4.02  -0.83  6.57  0.38
H  -0.76  1.61  -3.70  -0.27
H  2.25  3.24  -2.50  0.09
H  -4.37  -6.34  -2.59  0.31
H  3.09  2.19  0.31  -0.53
H  1.73  -1.92  -7.36  0.29
H  -5.26  -1.41  6.29  0.08
H  -4.23  -1.58  -2.43  0.28
H  -0.73  1.61  -0.99  0.19
H  1.92  2.44  4.65  0.18
H  -5.71  -2.49  1.85  0.39
H  -4.40  0.40  8.56  0.39
H  -0.99  -3.77  0.75  -0.01
H  -2.77  5.12  -6.95  0.34
H  -1.48  2.87  4.49  0.18
H  2.24  -0.88  6.36  0.18
H  -2.40  -2.85  0.34  -0.33
H  3.50  1.80  1.94  -0.18
H  6.32  -1.58  -2.40  0.29
H  6.69  -2.80  -3.77  0.38
H  3.47  1.94  -6.51  0.42
H  2.16  1.57  -5.32  -0.13
H  -1.27  2.55  2.79  -0.16
H  -3.14  5.21  -3.92  0.37
H  1.88  0.04  -1.61  0.26
H  3.61  -3.37  3.44  0.39
H  -3.20  3.86  -4.95  0.38
H  0.22  4.75  -2.53  -0.37
H  -1.85  -4.20  2.93  0.17
H  -1.92  -1.35  -1.87  -0.32
H  -5.78  -5.98  -3.58  0.41
H  -3.54  -4.16  2.31  0.52
H  2.51  4.62  -3.51  0.35
H  -2.10  6.50  -6.04  0.30
H  -2.34  2.20  -4.16  0.21
H  4.51  1.15  0.64  0.41
H  -4.74  -2.24  7.86  0.27
H  1.08  1.05  -2.81  -0.38
H  -2.48  -4.64  0.25  0.44
H  -3.54  2.26  1.42  0.27
H  4.59  -4.70  5.13  0.32
H  4.05  -3.14  -8.87  0.31
H  3.11  -1.72  -9.53  0.33
H  4.35  -6.08  7.08  0.35
H  -4.27  0.52  6.80  0.28
H  -3.82  6.24  -6.05  0.40
H  0.85  4.48  -0.96  0.03
H  -1.78  -0.44  5.39  -0.43
H  3.25  4.58  -1.91  0.38
H  1.42  9.11  -2.05  0.34
H  0.73  4.39  4.22  0.51
H  0.26  0.52  2.82  -0.30
H  3.12  -5.06  7.80  0.32
H  1.18  8.69  -0.32  0.33
H  2.49  -4.55  2.67  0.42
H  -4.44  -1.59  0.89  -0.06
H  2.32  -3.26  -9.24  0.39
H  3.01  0.64  6.47  0.36
H  3.09  -2.89  -6.77  0.20
H  0.88  2.22  -0.69  -0.81
H  -4.28  -5.23  -4.05  0.32
H  -5.68  -0.76  1.89  0.53
H  1.62  -3.78  -0.99  0.15
H  -1.96  3.88  0.57  0.03
H  -6.06  -1.13  7.75  0.37
H  -1.79  -1.71  -3.61  0.57
H  3.18  -2.95  -3.40  0.40
H  -3.33  1.56  -0.09  -0.12
H  -0.31  0.57  5.50  -0.10
H  0.95  -3.68  -2.66  0.20
H  -1.52  1.13  -5.26  0.46



# C35H91N5O11

8 unconnected molecules or ions with the total composition C35H91N5O11 (ωB97M-V/def2-TZVPD, the OMol25 dataset).

Calculated values
Electronic energy, eV: -67735.7677
Energy relative to the best compared isomer or geometry (same formula, charge and spin), kcal/mol: 39.8
Largest force on an atom, eV/A: 3.46
Highest occupied orbital energy, eV: -8.145
Molecular weight, g/mol: 758.137
Structure (SMILES): COC[C@H](C)N.COC[C@H](C)N.COCCNCCOC.COCCNCCOC.COCCNCCOC.CC(C)O.CC(C)O.CC(C)O
Kohn-Sham gap, eV: 8.5289

Each line ends with the Mulliken charge.
Geometry (Å):
O  -25.94  3.94  -9.33  -0.49
O  -22.95  2.69  -4.96  0.50
O  -18.90  -2.46  -5.30  -0.60
O  -21.66  3.12  -10.28  -0.17
O  -24.67  13.50  -7.71  -0.29
O  -23.79  -1.04  -8.58  -0.44
O  -22.38  7.10  -6.89  0.13
O  -24.69  7.12  -13.21  -0.34
O  -18.63  -0.65  -9.98  -0.30
O  -19.05  7.90  -11.23  -0.53
O  -16.34  6.31  -7.23  -0.54
N  -21.70  6.17  -13.36  -0.28
N  -21.64  0.17  -10.27  -0.28
N  -24.04  3.20  -1.50  -0.73
N  -22.20  10.81  -7.61  -0.30
N  -25.55  3.76  -5.69  -0.29
C  -17.19  6.48  -6.15  0.36
C  -26.11  5.82  -7.03  -1.07
C  -20.88  2.54  -8.12  -0.42
C  -18.67  7.02  -10.20  -0.04
C  -18.31  5.51  -6.46  -0.56
C  -22.17  9.35  -7.76  -0.63
C  -19.22  0.32  -10.91  0.24
C  -24.61  14.92  -7.82  -0.75
C  -23.68  2.39  -2.64  0.35
C  -24.11  5.83  -13.42  -0.63
C  -20.30  7.63  -11.84  -0.16
C  -21.17  4.96  -8.99  1.55
C  -22.18  6.35  -5.70  -0.94
C  -20.62  -0.10  -11.31  -1.09
C  -24.57  -0.94  -7.45  -0.41
C  -23.34  12.98  -7.59  -0.57
C  -19.90  -1.50  -5.56  0.57
C  -17.32  -0.31  -9.62  -0.85
C  -22.84  5.79  -12.62  0.25
C  -22.01  1.63  -5.09  -0.61
C  -23.02  3.30  -3.68  -0.96
C  -20.42  6.28  -12.62  -0.22
C  -24.97  1.73  -3.06  -0.93
C  -24.02  0.07  -9.45  -0.05
C  -25.11  3.70  -10.45  0.03
C  -21.20  -2.22  -5.10  -1.25
C  -25.33  3.62  -8.08  0.09
C  -20.77  3.54  -9.32  0.76
C  -22.64  8.51  -6.65  -0.80
C  -23.05  -0.08  -10.69  -0.98
C  -17.64  7.92  -6.13  -1.29
C  -19.85  -1.25  -7.09  -0.54
C  -24.20  8.14  -14.03  -0.64
C  -23.48  11.46  -7.38  -0.44
C  -26.15  4.24  -6.93  -0.18
H  -17.73  7.41  -9.82  0.36
H  -20.48  8.50  -12.47  0.33
H  -24.26  3.79  -7.99  0.15
H  -22.57  13.29  -8.29  0.37
H  -26.60  6.15  -7.95  0.43
H  -19.43  7.09  -9.41  -0.22
H  -20.87  0.52  -12.18  0.45
H  -21.81  6.80  -14.14  0.39
H  -23.07  -1.06  -11.17  0.51
H  -25.58  -0.58  -7.66  0.37
H  -21.47  2.18  -10.40  -0.24
H  -25.34  0.98  -2.37  0.34
H  -21.53  -0.56  -9.58  0.21
H  -23.56  4.24  -3.80  0.22
H  -17.07  -1.03  -8.84  0.27
H  -23.07  6.17  -11.63  0.09
H  -18.11  8.29  -7.04  0.18
H  -25.54  2.75  -5.75  0.26
H  -18.09  -2.13  -5.69  0.33
H  -23.69  8.64  -6.41  0.36
H  -23.12  8.26  -13.93  0.19
H  -18.35  8.03  -5.32  0.34
H  -25.80  2.43  -3.20  0.27
H  -21.85  2.73  -7.68  -0.37
H  -24.15  11.13  -8.17  0.32
H  -24.43  7.96  -15.08  0.28
H  -23.02  6.37  -5.00  0.44
H  -22.90  13.35  -6.67  0.31
H  -19.06  5.62  -5.68  0.26
H  -21.11  7.68  -11.12  0.08
H  -20.77  -0.82  -7.50  -0.37
H  -27.18  3.93  -7.04  0.49
H  -20.97  1.95  -5.08  0.23
H  -25.06  0.06  -9.77  0.60
H  -25.49  2.55  -7.91  0.15
H  -20.93  5.60  -9.84  -1.12
H  -22.18  1.11  -6.03  -0.25
H  -24.72  -1.91  -6.97  0.29
H  -21.99  5.31  -5.95  0.01
H  -22.08  8.88  -5.79  0.34
H  -24.79  1.32  -4.06  -0.08
H  -22.05  -1.54  -5.19  0.16
H  -24.17  -0.29  -6.68  -0.09
H  -20.57  5.24  -8.12  -0.52
H  -24.56  2.77  -10.30  -0.16
H  -24.13  15.45  -7.00  0.31
H  -19.78  3.56  -9.78  -0.02
H  -19.66  -2.10  -7.75  0.55
H  -18.63  0.55  -11.79  0.48
H  -19.70  -0.64  -4.92  0.11
H  -22.96  1.61  -2.40  0.39
H  -18.55  5.97  -10.47  0.23
H  -15.39  6.30  -7.04  0.29
H  -25.65  15.26  -7.80  0.25
H  -24.54  3.99  -1.88  0.31
H  -20.67  -1.14  -11.64  0.55
H  -24.90  5.17  -13.05  0.17
H  -24.40  4.48  -10.71  -0.09
H  -21.38  6.68  -5.04  0.49
H  -25.88  3.58  -11.21  0.34
H  -16.89  8.66  -5.85  0.41
H  -21.06  -2.39  -4.03  0.37
H  -26.50  6.35  -6.16  0.39
H  -21.82  11.15  -8.49  0.27
H  -24.67  9.06  -13.70  0.25
H  -25.06  6.12  -6.94  -0.11
H  -23.91  11.31  -6.39  0.22
H  -20.66  1.48  -8.27  0.19
H  -24.60  4.06  -5.54  -0.26
H  -24.17  5.76  -14.50  0.46
H  -23.24  3.50  -0.97  0.27
H  -16.68  6.23  -5.23  0.37
H  -20.31  5.43  -11.94  -0.21
H  -19.65  6.23  -13.38  0.36
H  -23.79  0.99  -8.90  -0.20
H  -21.40  -3.13  -5.66  0.38
H  -17.98  4.48  -6.34  0.34
H  -19.32  1.20  -10.28  -0.24
H  -16.61  -0.49  -10.43  0.33
H  -21.12  9.13  -7.96  0.18
H  -22.72  9.11  -8.67  0.37
H  -22.13  0.86  -4.33  0.44
H  -22.04  3.66  -3.36  0.41
H  -20.14  2.76  -7.35  0.42
H  -24.13  15.24  -8.75  0.30
H  -23.26  0.67  -11.45  0.50
H  -22.21  5.12  -8.71  -0.26
H  -19.17  -0.45  -7.41  0.33
H  -17.21  0.69  -9.20  0.33
H  -22.74  4.70  -12.56  -0.04
H  -18.70  5.63  -7.47  -0.10